(1)
2 unconnected molecules or ions with the total composition C52H56N5O4, computed with wB97M-V/def2-TZVPD.

## Properties
**Charge**: +1
**HOMO level**: -9.79 eV
**DFT total energy**: -70459.0410 eV
**Energy above the lowest of the compared OMol25 structures with the same formula, charge and spin**: 2.8850 eV
**HOMO-LUMO gap**: 5.21 eV

Atoms and positions in Å:
C -5.740 0.318 -4.423
C -4.419 0.701 -3.820
C -3.316 0.915 -4.656
C -2.067 1.257 -4.132
C -0.936 1.558 -5.071
C -1.911 1.273 -2.736
N -0.573 1.221 -2.213
C 0.291 0.231 -2.498
C -0.202 -1.053 -2.975
C -0.704 -2.137 -2.073
C -0.664 -3.384 -2.939
C -2.052 -2.057 -1.423
C -2.068 -2.070 -0.038
C -3.218 -2.234 0.714
C -4.425 -2.458 0.042
C -4.460 -2.487 -1.362
C -3.281 -2.304 -2.101
O -0.097 -1.230 -4.205
N 1.555 0.628 -2.241
C 2.776 0.116 -2.818
C 3.153 -1.252 -2.819
C 2.321 -2.427 -2.455
C 4.444 -1.624 -3.219
C 5.355 -0.702 -3.722
C 6.704 -1.165 -4.217
C 4.937 0.628 -3.812
C 3.650 1.035 -3.428
C 3.231 2.429 -3.778
C 1.425 1.822 -1.497
C 0.129 2.179 -1.474
C -3.003 1.111 -1.876
C -2.818 1.098 -0.393
C -4.262 0.854 -2.441
H -6.488 0.136 -3.644
H -6.122 1.109 -5.083
H -5.651 -0.593 -5.032
H -3.423 0.809 -5.741
H -0.319 2.408 -4.741
H -0.291 0.681 -5.231
H -1.362 1.819 -6.051
H -0.985 -4.299 -2.423
H -1.370 -3.185 -3.772
H 0.302 -3.556 -3.414
H -0.959 -1.961 0.359
H -3.214 -2.238 1.821
H -5.340 -2.622 0.598
H -5.409 -2.640 -1.884
H -3.281 -2.350 -3.204
H 2.879 -3.117 -1.798
H 1.424 -2.153 -1.891
H 2.024 -2.996 -3.347
H 4.729 -2.679 -3.143
H 7.412 -0.329 -4.287
H 7.129 -1.927 -3.549
H 6.631 -1.625 -5.215
H 5.625 1.369 -4.234
H 3.990 2.855 -4.445
H 2.280 2.454 -4.328
H 3.160 3.104 -2.917
H 2.291 2.352 -1.130
H -0.353 3.067 -1.080
H -3.751 0.799 0.100
H -2.065 0.358 -0.098
H -2.520 2.079 -0.001
H -5.119 0.701 -1.779
C 2.168 1.706 6.046
N 1.136 1.591 5.044
C -0.123 2.086 5.302
O -0.401 2.864 6.209
C -1.048 1.512 4.225
C -2.027 2.514 3.627
C -2.786 3.316 4.667
C -2.909 4.695 4.474
C -3.571 5.489 5.414
C -4.155 4.896 6.542
C -4.041 3.511 6.737
C -3.346 2.725 5.810
N -0.075 0.961 3.298
C -0.302 0.556 2.013
C 0.228 -0.636 1.610
C 0.334 -1.239 0.280
C 1.572 -2.111 0.371
C 2.913 -1.628 0.385
C 3.985 -2.516 0.502
C 3.692 -3.889 0.697
N 4.603 -4.885 0.270
O 4.298 -6.089 0.445
O 5.643 -4.526 -0.326
C 2.382 -4.318 0.981
C 1.331 -3.461 0.707
C 1.113 0.526 4.059
C 2.424 0.410 3.261
C 0.880 -0.824 4.767
H 1.982 2.612 6.623
H 2.174 0.846 6.738
H 3.141 1.765 5.553
H -1.635 0.676 4.674
H -1.484 3.204 2.960
H -2.741 1.950 3.001
H -2.433 5.138 3.596
H -3.619 6.570 5.262
H -4.696 5.510 7.266
H -4.473 3.043 7.626
H -3.217 1.655 5.993
H -0.816 1.242 1.321
H 0.612 -1.272 2.417
H 0.239 -0.512 -0.522
H 3.115 -0.551 0.261
H 5.023 -2.192 0.385
H 2.209 -5.341 1.296
H 0.292 -3.825 0.756
H 2.633 1.304 2.658
H 3.262 0.239 3.949
H 2.391 -0.459 2.595
H -0.028 -0.780 5.383
H 0.795 -1.653 4.059
H 1.747 -1.026 5.414

Atom charges from the Mulliken analysis, given in e for atoms 1 to 6:
1. C -1.785
2. C 0.522
3. C -1.139
4. C 0.716
5. C -1.304
6. C 0.039

(2)
A molecular structure, C52H57As2BrN3O3ReSi2, computed with wB97M-V/def2-TZVPD.

## Properties
**Charge**: +1
**HOMO level (alpha / beta)**: -10.45 / -10.55 eV
**Multiplicity**: 2
**<S²>**: 0.76
**DFT total energy**: -275062.4190 eV
**Energy above the lowest of the compared OMol25 structures with the same formula, charge and spin**: 0.6243 eV
**HOMO-LUMO gap (alpha / beta)**: 6.19 / 6.73 eV

Atoms and positions in Å:
Re 0.072 -0.330 -0.141
O -3.288 2.188 -3.535
C -4.034 2.090 -2.417
C -5.217 2.825 -2.372
C -6.026 2.775 -1.255
C -5.678 1.995 -0.153
C -4.501 1.280 -0.183
C -3.662 1.319 -1.304
C -2.415 0.549 -1.276
O -1.986 0.088 -0.131
N -1.743 0.345 -2.379
N -0.695 -0.516 -2.049
C -0.520 -1.490 -2.879
C -0.015 -2.766 -2.495
C 0.151 -3.755 -3.489
C 0.271 -5.076 -3.154
C 0.156 -5.452 -1.806
C -0.016 -4.514 -0.821
C -0.044 -3.144 -1.134
O -0.121 -2.285 -0.121
H -2.570 1.528 -3.493
H -5.483 3.418 -3.236
H -6.946 3.345 -1.244
H -6.322 1.950 0.714
H -4.202 0.669 0.659
H -0.962 -1.376 -3.866
H 0.156 -3.446 -4.527
H 0.412 -5.827 -3.919
H 0.201 -6.500 -1.538
H -0.099 -4.807 0.216
C 1.853 1.498 3.848
C 0.436 0.905 3.817
As -0.064 -0.488 2.504
C -1.955 -0.723 2.909
C -2.583 -0.041 3.945
C -3.929 -0.261 4.211
C -4.649 -1.169 3.450
C -4.022 -1.858 2.422
C -2.681 -1.634 2.150
C 0.591 -2.080 3.420
C 0.296 -3.328 2.884
C 0.708 -4.484 3.530
C 1.416 -4.403 4.719
C 1.703 -3.160 5.263
C 1.290 -2.002 4.619
As 2.578 2.185 2.142
C 2.228 4.103 2.321
C 3.091 5.004 1.698
C 2.840 6.367 1.743
C 1.725 6.850 2.413
C 0.864 5.963 3.040
C 1.115 4.598 2.989
C 4.448 2.267 2.703
C 5.443 1.717 1.906
C 6.776 1.769 2.296
C 7.120 2.373 3.495
C 6.132 2.928 4.299
C 4.805 2.877 3.904
H 2.577 0.758 4.189
H 1.862 2.322 4.565
H -0.290 1.697 3.672
H 0.209 0.448 4.782
H -2.039 0.666 4.557
H -4.411 0.278 5.016
H -5.696 -1.343 3.660
H -4.580 -2.567 1.824
H -2.211 -2.162 1.329
H -0.258 -3.393 1.960
H 0.475 -5.452 3.103
H 1.737 -5.304 5.224
H 2.254 -3.087 6.191
H 1.546 -1.048 5.060
H 3.973 4.641 1.180
H 3.523 7.055 1.261
H 1.535 7.915 2.456
H -0.002 6.331 3.577
H 0.441 3.928 3.495
H 5.175 1.233 0.977
H 7.541 1.336 1.665
H 8.156 2.416 3.803
H 6.398 3.406 5.233
H 4.047 3.336 4.529
C 5.127 -1.679 -0.308
Si 3.318 -1.683 0.206
C 2.867 -3.499 0.094
C 3.416 -1.245 2.029
C 2.112 -0.666 -0.915
Si 3.025 0.483 -2.161
C 3.558 2.193 -1.561
C 4.594 -0.241 -2.896
C 1.999 0.655 -3.755
H 5.618 -2.358 0.396
H 5.619 -0.711 -0.213
H 5.305 -2.062 -1.311
H 2.739 -3.835 -0.937
H 1.967 -3.743 0.653
H 3.689 -4.075 0.528
H 3.324 -2.160 2.617
H 2.647 -0.562 2.367
H 4.382 -0.795 2.263
H 1.846 -1.453 -1.647
H 2.972 2.616 -0.748
H 4.596 2.160 -1.230
H 3.519 2.887 -2.405
H 5.460 -0.179 -2.243
H 4.814 0.353 -3.788
H 4.475 -1.277 -3.219
H 0.918 0.728 -3.664
H 2.215 -0.211 -4.386
H 2.337 1.537 -4.307
Br -1.962 2.269 1.808
C -1.053 2.812 0.260
C -1.367 4.081 -0.195
C -0.820 4.528 -1.382
C 0.017 3.673 -2.073
C 0.276 2.432 -1.537
N -0.213 1.977 -0.370
H -2.050 4.689 0.378
H -1.066 5.510 -1.764
H 0.452 3.939 -3.026
H 0.881 1.740 -2.081

Atom charges from the Mulliken analysis, given in e for atoms 1 to 6:
1. Re 1.139
2. O -0.688
3. C 0.360
4. C -0.644
5. C -0.444
6. C -1.100

(3)
10 unconnected molecules or ions with the total composition C52H58N10OS, computed with wB97M-V/def2-TZVPD.

## Properties
**Charge**: 0
**SMILES**: O=C1C[C@H](CCCS)CN1.c1ccncc1.c1ccncc1.c1ccncc1.c1ccncc1.c1ccncc1.c1ccncc1.c1ccncc1.c1ccncc1.c1ccncc1
**HOMO level**: -9.17 eV
**DFT total energy**: -82644.8119 eV
**HOMO-LUMO gap**: 9.50 eV

Atoms and positions in Å:
O 6.018 -3.702 -0.892
C 5.405 -2.906 -0.149
C 4.754 -1.487 -0.631
C 3.625 -1.393 0.497
C 2.639 -0.136 0.554
C 1.323 -0.511 -0.304
C 0.297 -1.479 0.463
S 0.207 -3.209 -0.247
C 4.530 -1.773 1.762
N 5.098 -3.104 1.299
H 4.385 -1.724 -1.688
H 5.544 -0.657 -0.528
H 2.950 -2.299 0.317
H 3.068 0.804 0.050
H 2.312 0.043 1.630
H 0.762 0.460 -0.545
H 1.630 -1.045 -1.268
H -0.752 -1.033 0.301
H 0.487 -1.596 1.576
H 1.423 -3.384 -0.887
H 5.450 -1.095 1.597
H 4.089 -1.739 2.809
H 4.249 -3.706 1.354
C 1.347 4.824 -3.589
C 1.839 3.597 -4.012
C 1.869 2.554 -3.100
N 1.452 2.662 -1.826
C 0.983 3.861 -1.443
C 0.908 4.963 -2.279
H 1.306 5.664 -4.273
H 2.189 3.455 -5.024
H 2.240 1.578 -3.382
H 0.655 3.920 -0.410
H 0.518 5.905 -1.916
C 2.119 4.867 4.504
C 2.645 4.841 3.221
C 1.780 5.027 2.155
N 0.460 5.229 2.290
C -0.023 5.248 3.542
C 0.758 5.076 4.673
H 2.764 4.727 5.365
H 3.702 4.679 3.052
H 2.143 5.018 1.132
H -1.093 5.411 3.621
H 0.314 5.103 5.660
C 2.669 -0.453 -7.816
C 3.392 0.720 -7.657
C 3.228 1.435 -6.482
N 2.408 1.062 -5.487
C 1.719 -0.076 -5.668
C 1.815 -0.863 -6.804
H 2.770 -1.042 -8.721
H 4.067 1.070 -8.427
H 3.775 2.357 -6.310
H 1.062 -0.353 -4.850
H 1.236 -1.774 -6.894
C -2.713 3.043 -1.354
C -2.188 3.016 -2.638
C -3.054 3.202 -3.704
N -4.374 3.404 -3.568
C -4.857 3.424 -2.315
C -4.074 3.252 -1.185
H -2.067 2.902 -0.494
H -1.131 2.854 -2.807
H -2.691 3.192 -4.726
H -5.927 3.586 -2.235
H -4.517 3.279 -0.197
C -6.613 -1.576 -1.966
C -5.894 -0.402 -1.805
C -6.060 0.313 -0.630
N -6.882 -0.060 0.363
C -7.570 -1.201 0.180
C -7.469 -1.988 -0.955
H -6.509 -2.164 -2.871
H -5.217 -0.049 -2.574
H -5.517 1.236 -0.457
H -8.229 -1.481 0.997
H -8.045 -2.900 -1.048
C 8.335 -5.457 -1.489
C 9.344 -4.801 -0.800
C 10.600 -5.385 -0.763
N 10.899 -6.553 -1.352
C 9.905 -7.169 -2.010
C 8.617 -6.666 -2.109
H 7.338 -5.030 -1.542
H 9.159 -3.856 -0.303
H 11.422 -4.908 -0.239
H 10.173 -8.112 -2.475
H 7.854 -7.206 -2.656
C -8.994 0.171 4.519
C -7.917 -0.019 3.664
C -6.927 -0.909 4.046
N -6.944 -1.598 5.198
C -7.995 -1.394 6.007
C -9.038 -0.530 5.716
H -9.790 0.859 4.255
H -7.849 0.512 2.723
H -6.067 -1.093 3.410
H -7.982 -1.962 6.932
H -9.862 -0.407 6.407
C 6.957 -4.995 5.813
C 6.357 -4.498 4.665
C 7.071 -3.601 3.887
N 8.312 -3.180 4.182
C 8.869 -3.674 5.298
C 8.240 -4.577 6.139
H 6.431 -5.700 6.447
H 5.357 -4.801 4.380
H 6.646 -3.187 2.979
H 9.870 -3.315 5.512
H 8.739 -4.945 7.027
C -11.166 1.850 0.511
C -11.573 3.126 0.150
C -10.600 4.060 -0.164
N -9.282 3.805 -0.136
C -8.915 2.564 0.219
C -9.810 1.559 0.548
H -11.898 1.090 0.763
H -12.623 3.389 0.112
H -10.868 5.070 -0.456
H -7.846 2.385 0.236
H -9.457 0.574 0.825

Atom charges from the Mulliken analysis, given in e for atoms 1 to 6:
1. O -0.572
2. C 0.297
3. C -0.590
4. C 0.926
5. C -0.738
6. C -0.135

(4)
2 unconnected molecules or ions with the total composition C52H59Br2N3O4, computed with wB97M-V/def2-TZVPD.

## Properties
**Charge**: 0
**HOMO level**: -6.84 eV
**DFT total energy**: -207617.4174 eV
**HOMO-LUMO gap**: 4.98 eV

Atoms and positions in Å:
C -1.932 -0.419 -3.990
C -2.533 0.458 -2.885
C -1.678 1.703 -2.669
C -3.936 0.898 -3.330
C -2.656 -0.301 -1.555
C -3.518 0.157 -0.560
C -3.729 -0.604 0.597
C -3.449 -1.970 0.584
C -2.904 -2.517 -0.583
C -3.338 -3.908 -1.046
C -2.512 -4.973 -0.334
C -3.264 -4.025 -2.567
C -4.811 -4.126 -0.662
C -2.079 -1.569 -1.280
N -0.688 -1.755 -1.314
C 0.275 -0.942 -0.693
C 0.079 0.342 -0.140
C 1.293 1.165 -0.037
C 1.871 1.637 -1.249
C 3.152 2.152 -1.277
C 3.888 2.200 -0.070
N 5.300 2.104 -0.190
O 6.012 2.075 0.840
O 5.766 1.991 -1.357
C 3.274 1.931 1.175
C 1.989 1.411 1.186
N 1.442 -1.719 -0.665
C 2.729 -1.532 -0.041
C 2.857 -1.673 1.364
C 1.855 -2.433 2.292
C 2.290 -2.370 3.765
C 1.809 -3.917 1.916
C 0.449 -1.854 2.261
C 4.021 -1.169 1.955
C 5.119 -0.822 1.182
C 5.091 -1.094 -0.178
C 3.900 -1.414 -0.839
C 4.019 -1.640 -2.385
C 5.299 -0.995 -2.938
C 2.880 -1.021 -3.179
C 4.134 -3.132 -2.702
C 1.142 -2.983 -1.168
C -0.129 -3.004 -1.559
H -2.517 -1.341 -4.120
H -1.951 0.136 -4.941
H -0.891 -0.690 -3.776
H -2.122 2.354 -1.903
H -0.671 1.430 -2.336
H -1.593 2.273 -3.606
H -4.372 1.623 -2.633
H -3.882 1.370 -4.320
H -4.606 0.030 -3.388
H -4.067 1.090 -0.699
H -4.187 -0.164 1.481
H -3.746 -2.584 1.440
H -2.576 -4.835 0.752
H -2.898 -5.966 -0.593
H -1.458 -4.920 -0.619
H -3.848 -3.225 -3.040
H -2.249 -3.958 -2.956
H -3.681 -4.990 -2.875
H -5.446 -3.346 -1.102
H -5.145 -5.100 -1.042
H -4.959 -4.116 0.422
H -0.933 0.742 -0.248
H 1.322 1.499 -2.187
H 3.661 2.394 -2.209
H 3.873 2.007 2.084
H 1.534 1.126 2.142
H 2.269 -1.341 4.146
H 1.586 -2.959 4.370
H 3.286 -2.801 3.917
H 1.386 -4.073 0.919
H 2.824 -4.337 1.936
H 1.191 -4.457 2.648
H -0.058 -2.018 1.309
H -0.156 -2.344 3.039
H 0.459 -0.778 2.473
H 4.097 -1.034 3.033
H 6.010 -0.388 1.632
H 6.027 -1.023 -0.725
H 6.192 -1.519 -2.581
H 5.307 -1.069 -4.033
H 5.365 0.064 -2.659
H 1.921 -1.489 -2.964
H 2.814 0.053 -2.972
H 3.078 -1.157 -4.253
H 3.199 -3.670 -2.535
H 4.414 -3.271 -3.756
H 4.915 -3.589 -2.083
H 1.852 -3.789 -1.179
H -0.677 -3.797 -2.028
C -0.285 7.817 4.407
O 0.657 7.032 3.641
C 0.204 6.221 2.656
C -1.166 6.071 2.328
C -1.562 4.951 1.625
C -0.641 3.902 1.288
C -1.017 2.497 1.206
C -2.387 2.214 1.575
C -3.496 2.791 0.886
C -4.787 2.582 1.285
Br -6.252 2.942 0.108
C -5.098 1.916 2.586
O -6.253 1.634 2.929
C -3.892 1.502 3.371
Br -4.186 0.692 5.059
C -2.637 1.587 2.834
C 0.724 4.325 1.266
C 1.159 5.401 1.997
H 0.344 8.333 5.131
H -0.798 8.544 3.764
H -1.013 7.189 4.942
H -1.911 6.771 2.718
H -2.623 4.861 1.410
H -0.304 1.791 1.633
H -3.321 3.442 0.028
H -1.790 1.236 3.426
H 1.442 3.768 0.670
H 2.216 5.594 2.178

Atom charges from the Mulliken analysis, given in e for atoms 1 to 6:
1. C -1.624
2. C 1.552
3. C -1.590
4. C -1.510
5. C 0.013
6. C 1.004

Look up the charge of the fourth one. 0